Record 1
C8H8Cl2InIrN2O3Se as an isolated structure at a distorted geometry, computed with wB97M-V/def2-TZVPD.

The geometry in XYZ format:
```
26
Properties=species:S:1:pos:R:3
In 0.02 0.35 -7.55
Ir 0.01 -0.65 -0.13
Cl -0.72 2.51 -7.00
Cl 1.94 -1.76 -0.44
C -0.77 -1.87 0.99
C -0.55 0.81 -9.86
C 0.52 -1.69 -8.57
O -1.13 -2.69 1.75
O -0.85 1.07 -10.94
O 0.77 -2.70 -9.02
C 2.48 0.02 2.70
N 1.12 0.18 3.16
C 0.63 -0.37 4.36
C -0.70 -0.06 4.44
N -1.02 0.69 3.28
C -2.33 1.18 2.97
C 0.11 0.82 2.49
Se 0.19 1.51 0.69
H 3.17 0.45 3.43
H 2.64 0.51 1.74
H 2.74 -1.04 2.58
H 1.26 -0.94 5.02
H -1.44 -0.29 5.18
H -3.07 0.37 2.92
H -2.67 1.87 3.76
H -2.35 1.72 2.02
```

Calculated values
Highest occupied orbital energy (spin up / spin down), eV: -19.288 / -20.722
Lowest unoccupied orbital energy (spin up / spin down), eV: -16.323 / -16.323
<S²>: 6.030
Net charge: +4
HOMO-LUMO gap (spin up / spin down), Ha: 0.10897 / 0.16164
ΔE to the lowest compared entry with this formula, charge and spin, kJ/mol: 0.00
Spin multiplicity: 5
Total energy, eV: -115903.1531

Electronic structure analysis, Löwdin charges in units of e:
1 In 1.020
2 Ir 0.749
3 Cl 0.290
4 Cl 0.062
5 C -0.416
6 C 0.027
7 C 0.085
8 O 0.134
9 O 0.263
10 O 0.314
11 C -0.014
12 N -0.070
13 C 0.159
14 C 0.157
15 N -0.067
16 C 0.010
17 C -0.523
18 Se 0.786
19 H 0.136
20 H 0.071
21 H 0.116
22 H 0.179
23 H 0.179
24 H 0.131
25 H 0.136
26 H 0.086



Record 2
An isolated ion of composition C5H10N and charge +1 at a distorted geometry, computed with wB97M-V/def2-TZVPD.

The geometry in XYZ format:
```
16
Properties=species:S:1:pos:R:3
C 0.55 1.57 1.88
C -0.19 -2.48 -0.55
C 0.79 0.68 0.88
C 0.30 -1.24 -0.60
C -0.27 0.01 0.03
N -0.69 0.97 -1.03
H 1.30 2.13 2.31
H -0.41 1.93 2.32
H 0.39 -3.15 -1.09
H -1.03 -2.88 0.10
H 1.74 0.34 0.46
H 1.08 -1.14 -1.40
H -1.14 -0.20 0.64
H -1.75 1.02 -0.99
H -0.48 0.57 -1.99
H -0.18 1.89 -0.99
```

Calculated values
Highest occupied orbital energy (spin up / spin down), eV: -10.269 / -14.572
Lowest unoccupied orbital energy (spin up / spin down), eV: -3.569 / -6.751
<S²>: 2.006
Net charge: +1
HOMO-LUMO gap (spin up / spin down), Ha: 0.24622 / 0.28743
ΔE to the lowest compared entry with this formula, charge and spin, kJ/mol: 184.75
Spin multiplicity: 3
Total energy, eV: -6824.3171

Electronic structure analysis, Löwdin charges in units of e:
1 C 0.043
2 C 0.065
3 C -0.107
4 C -0.158
5 C -0.336
6 N 0.204
7 H 0.047
8 H 0.096
9 H 0.048
10 H 0.111
11 H 0.126
12 H 0.130
13 H 0.154
14 H 0.199
15 H 0.190
16 H 0.188



Record 3
The molecule C3H7NO at a distorted geometry, computed with wB97M-V/def2-TZVPD.

The geometry in XYZ format:
```
12
Properties=species:S:1:pos:R:3
C -0.56 -0.87 1.55
O -0.96 -0.27 0.31
C 0.05 0.26 -0.39
C -0.03 0.56 -1.83
N 1.25 0.51 -0.01
H 0.33 -1.49 1.39
H -0.33 -0.10 2.30
H -1.40 -1.47 1.89
H 1.14 0.60 -1.69
H -0.24 1.62 -2.02
H -0.71 -0.05 -2.45
H 1.46 0.70 0.96
```

Calculated values
Highest occupied orbital energy, eV: -9.741
Lowest unoccupied orbital energy, eV: 0.947
SMILES string: [H]/N=C(/C)OC
Net charge: 0
HOMO-LUMO gap, Ha: 0.39278
ΔE to the lowest compared entry with this formula, charge and spin, kJ/mol: 254.94
Spin multiplicity: 1
Total energy, eV: -6760.1081

Electronic structure analysis, Löwdin charges in units of e:
1 C -0.072
2 O -0.048
3 C -0.533
4 C -0.034
5 N 0.091
6 H 0.097
7 H 0.090
8 H 0.091
9 H 0.110
10 H 0.074
11 H 0.084
12 H 0.049



Record 4
A 7-piece molecular cluster, C61H136N5O4P2 overall at a distorted geometry, computed with wB97M-V/def2-TZVPD.

The geometry in XYZ format:
```
208
Properties=species:S:1:pos:R:3
P 0.03 -0.30 0.26
O -1.33 0.18 0.86
O 0.62 -1.41 1.17
O 0.91 0.97 0.00
O -0.27 -0.91 -1.15
C -3.70 1.09 5.63
C -4.03 0.30 4.36
C -3.26 -1.04 4.17
C -1.70 -1.03 4.13
N -1.07 -2.47 4.21
C -1.48 -3.27 5.47
C -0.49 -2.90 6.59
C 0.68 -2.24 5.90
C 0.45 -2.24 4.36
C -1.43 -3.16 2.93
H -4.52 1.66 6.07
H -2.91 1.80 5.40
H -3.23 0.52 6.43
H -3.90 0.92 3.47
H -5.08 0.00 4.34
H -3.66 -1.41 3.22
H -3.64 -1.76 4.90
H -1.34 -0.54 5.03
H -1.40 -0.64 3.15
H -1.27 -4.31 5.22
H -2.55 -3.28 5.69
H -0.09 -3.71 7.20
H -0.81 -2.24 7.40
H 1.62 -2.69 6.22
H 0.75 -1.18 6.16
H 0.83 -3.15 3.91
H 0.78 -1.39 3.75
H -1.15 -2.57 2.06
H -2.50 -3.37 2.82
H -1.00 -4.16 2.94
C 4.37 -4.13 2.41
C 3.74 -5.52 2.18
C 2.80 -5.73 0.93
C 1.51 -4.87 0.92
N 0.78 -4.76 -0.42
C -0.72 -4.42 -0.35
C -1.31 -4.94 -1.64
C -0.48 -6.10 -2.09
C 0.82 -6.18 -1.13
C 1.61 -3.78 -1.29
H 3.62 -3.41 2.71
H 4.93 -3.75 1.55
H 5.08 -4.12 3.24
H 3.28 -5.84 3.12
H 4.57 -6.22 2.18
H 2.62 -6.80 0.80
H 3.36 -5.37 0.07
H 1.68 -3.82 1.16
H 0.75 -5.20 1.64
H -0.70 -3.33 -0.32
H -1.20 -4.77 0.56
H -1.37 -4.16 -2.40
H -2.31 -5.33 -1.49
H -0.33 -6.34 -3.15
H -0.96 -7.06 -1.89
H 1.78 -6.45 -1.57
H 0.71 -6.92 -0.34
H 1.04 -3.73 -2.22
H 2.56 -4.22 -1.59
H 1.60 -2.80 -0.81
C -7.00 1.89 2.19
C -6.11 2.44 1.02
C -5.77 1.28 0.09
C -4.64 0.31 0.67
N -4.12 -0.71 -0.50
C -3.31 -1.89 0.11
C -4.26 -3.11 0.16
C -5.17 -2.88 -1.04
C -5.43 -1.41 -1.00
C -3.29 0.04 -1.61
H -6.44 1.19 2.80
H -7.89 1.40 1.79
H -7.35 2.74 2.76
H -5.15 2.84 1.37
H -6.54 3.27 0.46
H -5.31 1.69 -0.81
H -6.72 0.81 -0.15
H -5.00 -0.31 1.49
H -3.71 0.84 0.89
H -2.47 -2.08 -0.55
H -2.88 -1.49 1.03
H -3.71 -4.05 0.04
H -4.92 -3.16 1.02
H -4.69 -3.29 -1.93
H -6.02 -3.46 -0.69
H -5.82 -0.97 -1.91
H -6.21 -1.28 -0.25
H -2.65 0.70 -1.03
H -4.00 0.67 -2.14
H -2.71 -0.66 -2.22
C -4.30 5.75 0.57
C -3.53 6.56 1.55
C -2.18 5.89 1.84
C -2.16 4.38 2.11
N -0.67 3.86 2.34
C 0.18 4.75 3.29
C 1.09 3.73 4.06
C 0.25 2.48 4.11
C -0.61 2.38 2.84
C 0.05 3.84 0.94
H -4.63 4.82 1.04
H -3.73 5.56 -0.33
H -5.26 6.21 0.33
H -4.14 6.72 2.44
H -3.39 7.49 1.01
H -1.71 6.39 2.69
H -1.47 5.97 1.02
H -2.57 3.81 1.27
H -2.78 4.15 2.97
H 0.78 5.54 2.84
H -0.52 5.20 3.99
H 2.02 3.53 3.52
H 1.32 4.09 5.07
H 0.81 1.55 4.21
H -0.46 2.68 4.91
H -0.18 1.65 2.16
H -1.61 2.01 3.04
H 0.08 4.87 0.61
H -0.51 3.20 0.26
H 1.01 3.36 1.15
C 6.09 3.25 -2.86
C 4.93 3.20 -1.82
C 5.32 2.21 -0.68
C 4.05 1.85 0.17
N 4.09 0.65 1.21
C 2.94 0.77 2.24
C 3.66 0.75 3.57
C 5.00 0.22 3.30
C 5.41 0.73 1.94
C 4.05 -0.73 0.44
H 6.17 4.27 -3.24
H 6.03 2.51 -3.66
H 7.01 3.00 -2.35
H 3.96 2.89 -2.22
H 4.86 4.17 -1.35
H 6.10 2.64 -0.05
H 5.65 1.27 -1.13
H 3.22 1.60 -0.50
H 3.64 2.66 0.77
H 2.23 -0.05 2.25
H 2.28 1.63 2.11
H 3.09 0.22 4.33
H 3.67 1.79 3.87
H 4.87 -0.86 3.22
H 5.59 0.65 4.11
H 6.15 0.13 1.42
H 5.65 1.79 2.05
H 4.20 -1.45 1.24
H 4.88 -0.76 -0.27
H 3.05 -0.76 0.01
C -1.24 4.90 -2.19
C -2.01 3.61 -2.41
C -1.25 2.51 -3.28
C -0.11 1.82 -2.59
P 0.56 0.51 -3.56
C -0.63 -0.83 -4.14
C -0.33 -1.68 -5.40
C 0.49 -2.91 -5.01
C 1.02 -3.61 -6.28
C 2.14 -0.25 -2.93
C 3.20 -0.58 -3.95
C 4.45 -1.28 -3.29
C 5.65 -1.56 -4.22
C 1.02 1.26 -5.23
C 1.82 2.56 -5.14
C 2.00 3.20 -6.51
C 0.73 3.46 -7.32
H -1.73 5.57 -1.49
H -0.94 5.35 -3.14
H -0.28 4.65 -1.72
H -2.97 3.87 -2.85
H -2.29 3.14 -1.47
H -0.90 2.83 -4.26
H -2.07 1.83 -3.49
H -0.57 1.34 -1.72
H 0.66 2.45 -2.15
H -1.52 -0.20 -4.20
H -0.92 -1.57 -3.39
H 0.24 -1.08 -6.11
H -1.24 -2.08 -5.85
H -0.21 -3.64 -4.59
H 1.31 -2.76 -4.31
H 0.26 -3.95 -6.97
H 1.55 -4.51 -5.99
H 1.76 -2.96 -6.75
H 1.73 -0.93 -2.18
H 2.63 0.45 -2.25
H 3.57 0.37 -4.35
H 2.89 -1.18 -4.81
H 4.26 -2.26 -2.85
H 4.86 -0.71 -2.45
H 5.92 -0.62 -4.69
H 5.51 -2.24 -5.06
H 6.55 -1.82 -3.65
H 0.11 1.34 -5.83
H 1.60 0.51 -5.78
H 2.80 2.51 -4.67
H 1.27 3.34 -4.61
H 2.82 2.70 -7.03
H 2.40 4.21 -6.37
H -0.07 4.01 -6.82
H 0.13 2.63 -7.71
H 0.94 4.24 -8.05
```

Calculated values
Highest occupied orbital energy, eV: -12.698
Lowest unoccupied orbital energy, eV: -5.135
Net charge: +3
HOMO-LUMO gap, Ha: 0.27793
ΔE to the lowest compared entry with this formula, charge and spin, kJ/mol: 452.84
Spin multiplicity: 1
Total energy, eV: -99658.5030

Atom charges from the Löwdin analysis, given in e for atoms 1 to 99:
1 P 0.002
2 O -0.431
3 O -0.425
4 O -0.416
5 O -0.450
6 C -0.082
7 C -0.238
8 C -0.160
9 C -0.053
10 N -0.213
11 C -0.053
12 C -0.141
13 C -0.154
14 C -0.064
15 C -0.021
16 H 0.083
17 H 0.049
18 H 0.074
19 H 0.080
20 H 0.102
21 H 0.081
22 H 0.105
23 H 0.127
24 H 0.098
25 H 0.130
26 H 0.125
27 H 0.122
28 H 0.119
29 H 0.121
30 H 0.105
31 H 0.118
32 H 0.103
33 H 0.070
34 H 0.101
35 H 0.090
36 C -0.112
37 C -0.214
38 C -0.147
39 C -0.119
40 N -0.204
41 C -0.088
42 C -0.171
43 C -0.125
44 C -0.034
45 C 0.043
46 H 0.047
47 H 0.069
48 H 0.079
49 H 0.103
50 H 0.108
51 H 0.110
52 H 0.102
53 H 0.103
54 H 0.117
55 H 0.091
56 H 0.122
57 H 0.105
58 H 0.116
59 H 0.117
60 H 0.110
61 H 0.126
62 H 0.119
63 H 0.084
64 H 0.100
65 H 0.071
66 C -0.066
67 C -0.240
68 C -0.177
69 C -0.038
70 N -0.152
71 C -0.108
72 C -0.159
73 C -0.164
74 C -0.104
75 C 0.038
76 H 0.047
77 H 0.080
78 H 0.078
79 H 0.071
80 H 0.112
81 H 0.099
82 H 0.107
83 H 0.111
84 H 0.096
85 H 0.093
86 H 0.077
87 H 0.100
88 H 0.116
89 H 0.123
90 H 0.129
91 H 0.138
92 H 0.120
93 H 0.061
94 H 0.087
95 H 0.079
96 C -0.120
97 C -0.229
98 C -0.179
99 C -0.085



Record 5
C10H15N2O3S2Se2Te2V as an isolated structure at a distorted geometry, computed with wB97M-V/def2-TZVPD.

The geometry in XYZ format:
```
37
Properties=species:S:1:pos:R:3
V 0.21 2.68 -0.70
Se 0.64 3.93 -2.55
Te -2.03 3.25 -2.11
Te -4.77 3.42 -3.34
Se -1.39 4.01 0.30
C -3.15 -0.41 -2.37
N -2.69 -0.46 -0.99
C -3.08 0.39 -0.01
S -2.25 0.47 1.44
N -4.18 1.13 -0.29
C -4.63 2.24 0.54
H -2.59 -1.15 -2.93
H -3.01 0.58 -2.83
H -4.21 -0.66 -2.44
H -1.78 -0.84 -0.81
H -4.42 1.22 -1.27
H -4.19 2.13 1.53
H -5.72 2.23 0.61
H -4.32 3.19 0.11
C 4.43 -4.10 1.82
C 3.80 -2.78 1.44
C 2.43 -2.68 1.24
C 1.85 -1.47 0.87
C 2.66 -0.36 0.71
C 4.03 -0.44 0.91
C 4.59 -1.64 1.28
S 1.97 1.14 0.10
O 1.38 2.04 1.13
O 2.99 1.79 -0.69
O 0.78 0.66 -0.75
H 3.68 -4.89 1.87
H 4.91 -4.03 2.79
H 5.19 -4.39 1.09
H 1.81 -3.55 1.35
H 0.78 -1.38 0.72
H 4.64 0.44 0.77
H 5.66 -1.71 1.43
```

Calculated values
Highest occupied orbital energy (spin up / spin down), eV: -4.042 / -4.117
Lowest unoccupied orbital energy (spin up / spin down), eV: 1.854 / 1.392
<S²>: 3.842
Net charge: -1
HOMO-LUMO gap (spin up / spin down), Ha: 0.21669 / 0.20245
ΔE to the lowest compared entry with this formula, charge and spin, kJ/mol: 77.26
Spin multiplicity: 4
Total energy, eV: -212376.3496

Electronic structure analysis, Löwdin charges in units of e:
1 V -0.208
2 Se 0.074
3 Te 0.279
4 Te -0.224
5 Se 0.099
6 C -0.111
7 N -0.061
8 C -0.917
9 S 0.578
10 N -0.065
11 C -0.153
12 H 0.085
13 H -0.009
14 H 0.085
15 H 0.090
16 H 0.013
17 H 0.030
18 H 0.079
19 H 0.009
20 C -0.054
21 C -0.273
22 C -0.030
23 C -0.033
24 C -0.267
25 C -0.045
26 C -0.040
27 S 0.490
28 O -0.369
29 O -0.298
30 O -0.440
31 H 0.072
32 H 0.081
33 H 0.080
34 H 0.112
35 H 0.108
36 H 0.117
37 H 0.114



Record 6
A 10-piece molecular cluster, C47H89O13PS overall at a distorted geometry, computed with wB97M-V/def2-TZVPD.

The geometry in XYZ format:
```
151
Properties=species:S:1:pos:R:3
C 4.61 -0.03 1.09
C 3.70 -0.77 0.11
C 3.50 -0.29 -1.16
C 2.63 -0.97 -2.00
C 1.98 -2.11 -1.61
C 2.22 -2.57 -0.32
C 1.54 -3.85 0.14
O 0.22 -4.00 -0.44
P -0.92 -3.21 0.32
O -0.59 -2.76 1.67
O -2.14 -4.28 0.42
O -1.39 -2.07 -0.70
C -2.71 -1.55 -0.40
C -2.87 -0.08 -0.76
C -2.40 0.95 0.29
S -0.94 0.45 1.27
C 3.07 -1.93 0.55
H 3.97 0.24 1.94
H 5.02 0.87 0.63
H 5.39 -0.68 1.49
H 4.00 0.61 -1.51
H 2.48 -0.53 -2.99
H 1.32 -2.65 -2.29
H 1.55 -3.94 1.23
H 2.14 -4.69 -0.24
H -2.68 -3.96 1.16
H -3.04 -1.80 0.62
H -3.39 -2.11 -1.07
H -3.95 0.09 -0.89
H -2.44 0.15 -1.75
H -3.19 1.25 0.99
H -2.09 1.85 -0.26
H -1.32 0.40 2.57
H 3.25 -2.31 1.55
C 5.15 -0.74 6.25
C 6.56 -1.04 5.78
C 6.35 -1.25 4.29
O 5.25 -0.42 3.91
C 4.59 0.06 5.09
H 5.11 -0.20 7.20
H 4.59 -1.68 6.37
H 7.20 -0.18 5.95
H 7.02 -1.90 6.27
H 6.09 -2.29 4.06
H 7.23 -0.98 3.70
H 4.83 1.12 5.19
H 3.51 -0.05 4.97
C -5.10 -5.86 0.17
C -6.34 -6.73 0.04
C -7.32 -6.02 0.96
O -6.98 -4.63 0.93
C -5.71 -4.47 0.29
H -4.41 -5.95 -0.66
H -4.56 -6.11 1.09
H -6.71 -6.70 -0.99
H -6.18 -7.77 0.31
H -7.22 -6.37 1.99
H -8.36 -6.15 0.65
H -5.89 -4.03 -0.70
H -5.10 -3.78 0.87
C -8.87 -3.61 -1.79
C -8.71 -3.82 -3.29
C -8.91 -2.41 -3.82
O -8.43 -1.52 -2.81
C -8.22 -2.25 -1.60
H -8.41 -4.39 -1.18
H -9.93 -3.56 -1.53
H -7.70 -4.17 -3.51
H -9.42 -4.54 -3.71
H -9.97 -2.20 -4.00
H -8.36 -2.24 -4.75
H -7.14 -2.34 -1.44
H -8.64 -1.69 -0.76
C -4.62 1.99 5.01
C -3.83 1.58 6.25
C -2.77 0.67 5.64
O -2.51 1.16 4.32
C -3.53 2.11 3.97
H -5.19 2.91 5.14
H -5.32 1.20 4.74
H -3.36 2.46 6.70
H -4.43 1.08 7.01
H -3.12 -0.36 5.56
H -1.84 0.68 6.22
H -3.07 3.11 3.97
H -3.88 1.90 2.96
C 10.26 3.17 6.39
C 9.97 3.34 7.88
C 8.56 2.79 7.98
O 8.44 1.77 6.98
C 9.56 1.86 6.09
H 11.32 3.15 6.15
H 9.80 3.98 5.82
H 10.66 2.73 8.46
H 10.05 4.37 8.22
H 7.81 3.56 7.78
H 8.35 2.35 8.96
H 10.22 1.00 6.29
H 9.21 1.79 5.06
C 5.02 -1.96 -6.29
C 3.79 -2.84 -6.35
C 2.85 -2.13 -5.38
O 3.18 -0.74 -5.44
C 4.41 -0.57 -6.15
H 5.67 -2.05 -7.16
H 5.61 -2.20 -5.40
H 3.36 -2.83 -7.35
H 3.97 -3.88 -6.07
H 3.02 -2.48 -4.35
H 1.80 -2.27 -5.63
H 4.18 -0.14 -7.13
H 5.06 0.12 -5.60
C 8.23 3.70 -0.80
C 7.93 3.86 0.69
C 6.52 3.31 0.79
O 6.40 2.30 -0.23
C 7.53 2.39 -1.11
H 9.29 3.68 -1.03
H 7.77 4.52 -1.36
H 8.62 3.24 1.27
H 8.01 4.89 1.04
H 5.77 4.08 0.59
H 6.31 2.86 1.76
H 8.18 1.53 -0.91
H 7.18 2.33 -2.14
C -3.86 0.30 -5.72
C -4.03 1.81 -5.79
C -3.77 2.22 -4.35
O -2.84 1.26 -3.81
C -2.73 0.15 -4.71
H -3.64 -0.17 -6.68
H -4.78 -0.16 -5.32
H -3.27 2.23 -6.45
H -5.01 2.12 -6.15
H -4.68 2.18 -3.75
H -3.35 3.22 -4.27
H -1.76 0.21 -5.20
H -2.79 -0.78 -4.15
C -6.81 6.39 -4.64
C -5.75 7.14 -3.85
C -5.17 6.03 -2.98
O -5.29 4.82 -3.73
C -6.14 5.04 -4.86
H -7.10 6.88 -5.57
H -7.71 6.26 -4.03
H -4.99 7.53 -4.52
H -6.15 7.97 -3.27
H -5.74 5.92 -2.05
H -4.12 6.20 -2.73
H -5.51 5.05 -5.76
H -6.86 4.22 -4.94
```

Calculated values
Highest occupied orbital energy, eV: -7.725
Lowest unoccupied orbital energy, eV: 0.664
SMILES string: Cc1cccc(CO[P@](=O)(O)OCCCS)c1.C1CCOC1.C1CCOC1.C1CCOC1.C1CCOC1.C1CCOC1.C1CCOC1.C1CCOC1.C1CCOC1.C1CCOC1
Net charge: 0
HOMO-LUMO gap, Ha: 0.30830
Spin multiplicity: 1
Total energy, eV: -96922.7617

Atom charges from the Löwdin analysis, given in e for atoms 1 to 99:
1 C -0.031
2 C -0.250
3 C -0.034
4 C -0.077
5 C -0.048
6 C -0.208
7 C -0.161
8 O -0.159
9 P 0.366
10 O -0.252
11 O -0.113
12 O -0.188
13 C -0.250
14 C -0.215
15 C -0.514
16 S 0.747
17 C 0.004
18 H 0.079
19 H 0.052
20 H 0.075
21 H 0.112
22 H 0.097
23 H 0.117
24 H 0.115
25 H 0.132
26 H 0.065
27 H 0.111
28 H 0.118
29 H 0.117
30 H 0.097
31 H 0.046
32 H 0.062
33 H -0.152
34 H 0.130
35 C -0.167
36 C -0.166
37 C -0.202
38 O -0.179
39 C -0.195
40 H 0.112
41 H 0.113
42 H 0.092
43 H 0.114
44 H 0.117
45 H 0.116
46 H 0.118
47 H 0.119
48 C -0.172
49 C -0.168
50 C -0.206
51 O -0.150
52 C -0.207
53 H 0.115
54 H 0.116
55 H 0.112
56 H 0.113
57 H 0.118
58 H 0.113
59 H 0.102
60 H 0.108
61 C -0.164
62 C -0.170
63 C -0.208
64 O -0.140
65 C -0.196
66 H 0.088
67 H 0.119
68 H 0.113
69 H 0.111
70 H 0.116
71 H 0.114
72 H 0.102
73 H 0.121
74 C -0.170
75 C -0.173
76 C -0.197
77 O -0.177
78 C -0.200
79 H 0.112
80 H 0.115
81 H 0.114
82 H 0.111
83 H 0.120
84 H 0.118
85 H 0.123
86 H 0.100
87 C -0.173
88 C -0.173
89 C -0.203
90 O -0.157
91 C -0.208
92 H 0.112
93 H 0.114
94 H 0.114
95 H 0.112
96 H 0.118
97 H 0.117
98 H 0.119
99 H 0.115